(1)
Molecular formula: C3H12N3
Method: DFT, wB97M-V/def2-TZVPD

Computed properties:
Spin multiplicity: 2
ΔE to the lowest compared entry with this formula, charge and spin (kJ/mol): 15.32
Orbital gap (spin up / spin down) (eV): 4.824 / 9.487
Strongest force on any atom (eV/Å): 1.61
LUMO energy (spin up / spin down) (eV): 1.0 / 1.0
Highest occupied orbital energy (spin up / spin down) (Eh): -0.14050 / -0.31285

Positions of all 18 atoms, in Å:
1 N 1.05386 -0.56442 1.37251
2 C 2.11428 -1.01444 0.62231
3 N 1.95790 -1.57025 -0.64115
4 H 0.11426 -0.62219 0.93050
5 H 1.35859 -0.16345 2.23235
6 H 3.12855 -0.92631 0.98764
7 H 2.77308 -1.73306 -1.19664
8 H 1.06315 -1.58674 -1.09220
9 C -1.07254 1.89835 -0.13455
10 C -1.29653 0.57870 -0.83859
11 N -1.50282 -0.50377 0.14474
12 H -0.22081 1.84765 0.54856
13 H -0.89332 2.72986 -0.82591
14 H -1.94505 2.21347 0.44998
15 H -2.11319 0.64216 -1.56112
16 H -0.39685 0.36475 -1.40729
17 H -2.28598 -0.25327 0.74162
18 H -1.83662 -1.33704 -0.33276

---

(2)
Molecular formula: C31H48O3OsP2
Method: DFT, wB97M-V/def2-TZVPD

Computed properties:
Spin multiplicity: 5
Orbital gap (spin up / spin down) (eV): 5.868 / 4.107
Net charge: +2
Strongest force on any atom (eV/Å): 4.63
LUMO energy (spin up / spin down) (eV): -6.7 / -8.4
Highest occupied orbital energy (spin up / spin down) (Eh): -0.46006 / -0.45985

Positions of all 85 atoms, in Å:
1 Os -1.76125 0.51234 0.58700
2 C -1.45518 2.48299 1.06954
3 C -1.99473 1.71113 2.20913
4 C 0.35258 1.50156 2.22386
5 C -0.01389 2.28739 1.09198
6 C -0.84636 1.08452 2.86375
7 C -2.15564 3.63067 0.39917
8 H -3.24003 3.51629 0.47314
9 H -1.86483 3.70428 -0.66231
10 H -1.89524 4.58319 0.89189
11 C 0.97271 3.00649 0.23004
12 H 0.46663 3.67440 -0.46305
13 H 1.65612 2.35138 -0.34487
14 H 1.60729 3.59552 0.90542
15 C 1.74734 1.17631 2.58022
16 H 2.27650 2.12690 2.78945
17 H 2.31992 0.68340 1.76764
18 H 1.76877 0.55657 3.48576
19 C -0.93841 0.33146 4.15131
20 H -0.91322 1.04768 4.98740
21 H -0.09655 -0.36084 4.28703
22 H -1.86995 -0.22670 4.24010
23 C -3.32623 1.98058 2.88059
24 H -3.26182 2.67605 3.73746
25 H -3.70785 1.01568 3.24409
26 H -4.01258 2.41285 2.13787
27 C -3.01954 -0.99469 -3.07520
28 C -3.68046 0.11242 -2.66242
29 C -4.96332 0.05250 -1.91365
30 C -4.85309 -0.90839 -0.69315
31 C -3.44055 -1.04488 -0.13357
32 C -2.64654 -2.08492 -0.45579
33 C -2.92687 -3.07055 -1.57890
34 C -3.44862 -2.42491 -2.90079
35 H -5.81239 -0.27658 -2.53712
36 H -5.14757 -1.91762 -1.01755
37 H -5.21472 1.04535 -1.52796
38 H -4.54786 -2.55191 -2.91264
39 H -2.16292 -0.90100 -3.77006
40 H -3.44246 1.08408 -3.09593
41 H -3.00603 -3.04248 -3.71534
42 H -1.97483 -3.60825 -1.77392
43 H -1.81022 -2.39006 0.19025
44 H -3.63335 -3.84265 -1.21169
45 H -5.54829 -0.60178 0.10670
46 H -3.27762 -0.34605 0.75750
47 P 0.45211 0.31320 -1.12955
48 P 0.17756 -1.74988 1.19418
49 C 0.34607 -1.49109 -1.66395
50 C 0.52995 -2.47691 -0.49807
51 H 1.18036 -1.58271 -2.37485
52 H -0.58995 -1.68231 -2.21152
53 H -0.10785 -3.36824 -0.61689
54 H 1.56088 -2.82883 -0.46024
55 C 1.77055 -1.96595 2.00653
56 H 1.69704 -1.53768 3.01660
57 H 2.58123 -1.48745 1.44042
58 H 1.94308 -3.04903 2.08272
59 C -0.85464 -2.81729 2.27929
60 H -0.40627 -3.81607 2.28919
61 H -1.89328 -2.85664 1.96427
62 H -0.80339 -2.36071 3.28023
63 C 0.81340 1.25555 -2.68473
64 H 0.55395 2.31088 -2.55371
65 H 0.27501 0.81887 -3.53480
66 H 1.90206 1.15958 -2.82410
67 C -1.41830 0.86957 -1.38760
68 H -2.52206 0.92433 -0.88292
69 H -1.51879 0.09037 -2.13118
70 H -1.39169 1.85681 -1.84000
71 O 4.82994 -1.01752 0.92798
72 C 5.70551 -0.40673 0.08635
73 C 7.09407 -0.44435 0.35857
74 C 7.98625 0.19409 -0.50210
75 C 7.51541 0.84745 -1.65991
76 C 6.13682 0.90608 -1.89975
77 C 5.23371 0.28290 -1.03439
78 C 3.73984 0.39381 -1.33208
79 O 3.53529 0.86285 -2.48647
80 O 2.87902 0.06151 -0.47602
81 H 5.33622 -1.55961 1.56482
82 H 7.46265 -0.94567 1.24924
83 H 9.05107 0.15485 -0.30196
84 H 8.20620 1.34017 -2.33340
85 H 5.75410 1.45203 -2.76257

---

(3)
Molecular formula: C13H23HgN2OS3
Method: DFT, wB97M-V/def2-TZVPD

Computed properties:
Spin multiplicity: 2
Orbital gap (spin up / spin down) (eV): 3.830 / 6.848
Strongest force on any atom (eV/Å): 3.35
LUMO energy (spin up / spin down) (eV): 0.1 / 0.1
Highest occupied orbital energy (spin up / spin down) (Eh): -0.13772 / -0.24870

Positions of all 43 atoms, in Å:
1 Hg 0.04182 0.00176 -0.33008
2 S -0.29660 -2.41709 -0.72224
3 S -0.34378 2.42944 -0.62019
4 C 0.84368 -3.41708 0.26530
5 C 0.48366 -2.41538 -2.36886
6 C 1.31464 -1.18161 -2.68284
7 N 0.51647 0.02933 -2.43278
8 C 1.18886 1.30833 -2.70962
9 C 0.27295 2.46186 -2.33438
10 H -0.35037 -2.50905 -3.07986
11 H 1.09288 -3.31970 -2.45401
12 H 1.63043 -1.20228 -3.73268
13 H 2.20660 -1.13674 -2.05016
14 H 1.44068 1.36417 -3.77652
15 H 2.11737 1.33836 -2.13196
16 H -0.62979 2.45900 -2.96117
17 H 0.77893 3.41937 -2.48647
18 C 0.92100 3.37541 0.26681
19 H -0.34943 -0.01826 -2.96542
20 H 1.92903 2.96606 0.14447
21 H 0.64879 3.36747 1.32953
22 H 0.87033 4.40879 -0.10528
23 H 0.49435 -3.38416 1.30454
24 H 1.87781 -3.06194 0.21545
25 H 0.76797 -4.45038 -0.10411
26 C -3.30227 -0.05982 -0.42040
27 C -3.00625 -0.08834 -1.71823
28 H -3.49182 0.87947 0.10285
29 H -3.40532 -0.97445 0.16422
30 H -2.93730 0.82889 -2.31232
31 H -2.84840 -1.03257 -2.25019
32 O -1.41418 -0.04229 1.24914
33 N -0.70745 0.02539 2.39857
34 C -1.49833 -0.02803 3.52534
35 C -0.89376 0.13533 4.77036
36 C 0.50023 0.15391 4.86893
37 C 1.28113 0.10370 3.72840
38 C 0.71016 0.03652 2.43236
39 S 1.90731 -0.01357 1.13858
40 H -2.24512 -0.83202 3.48241
41 H -1.45569 0.16542 5.71671
42 H 0.96207 0.20876 5.86202
43 H 2.37668 0.11800 3.78373

---

(4)
Molecular formula: C15H14O6
Method: DFT, wB97M-V/def2-TZVPD

Computed properties:
ΔE to the lowest compared entry with this formula, charge and spin (kJ/mol): 107.46
Orbital gap (eV): 8.669
Strongest force on any atom (eV/Å): 1.41
LUMO energy (eV): 0.7
SMILES string: COC(=O)c1coc(-c2ccc(OC)cc2)c1C(=O)OC
Highest occupied orbital energy (Eh): -0.29103

Positions of all 35 atoms, in Å:
1 C 5.91715 1.31088 0.03725
2 O 4.52276 1.56503 -0.05835
3 C 3.72320 0.51340 0.18568
4 O 4.13512 -0.58340 0.46647
5 C 2.30776 0.88591 0.08105
6 C 1.76762 2.13758 -0.04602
7 O 0.43765 2.07452 -0.05538
8 C 0.06772 0.77434 0.07399
9 C -1.34851 0.46416 0.06538
10 C -2.28187 1.50000 0.02981
11 C -3.63884 1.24354 0.02369
12 C -4.09865 -0.07015 0.05083
13 O -5.40421 -0.44060 0.04904
14 C -6.39274 0.56152 0.03646
15 C -3.16742 -1.11270 0.08176
16 C -1.81754 -0.85258 0.08885
17 C 1.19640 -0.01045 0.16098
18 C 1.36429 -1.47446 0.33679
19 O 1.02879 -2.09598 1.31078
20 O 1.94927 -2.00069 -0.73882
21 C 2.33155 -3.36658 -0.65330
22 H 6.16811 0.94048 1.03344
23 H 6.41199 2.25922 -0.15511
24 H 6.21832 0.56407 -0.70043
25 H 2.22936 3.10139 -0.12622
26 H -1.93589 2.52199 0.01062
27 H -4.32711 2.07366 -0.00061
28 H -6.32476 1.20360 0.92035
29 H -7.34564 0.03490 0.04736
30 H -6.33045 1.17670 -0.86686
31 H -3.53767 -2.12519 0.10274
32 H -1.11967 -1.67144 0.12145
33 H 2.41950 -3.72978 -1.67453
34 H 3.29189 -3.43634 -0.13927
35 H 1.58251 -3.93657 -0.09990